ORCA calculation (ωB97M-V/def2-TZVPD) on 4 unconnected molecules or ions with the total composition C30H75F3N10O9P3S2 in a non-equilibrium geometry.

LUMO energy (eV): -5.572
DFT total energy (eV): -123318.7801
Orbital gap (eV): 3.744
Highest occupied orbital energy (eV): -9.3
Energy above the lowest of the compared OMol25 structures with the same formula, charge and spin (eV): 13.132
Maximum force (Eh/bohr): 0.16619
Charge: +1

Last column: Löwdin charge in e.
Cartesian coordinates (Å):
S1 -3.03 0.32 2.13  0.79
S2 -9.79 3.22 2.54  0.81
P1 2.28 2.22 -2.52  0.75
P2 3.39 -1.57 3.55  0.76
P3 0.40 -5.02 -2.42  0.75
F1 -1.41 3.10 4.21  0.03
F2 -3.62 3.93 3.67  0.02
F3 -1.77 5.44 3.76  0.01
O1 0.79 2.60 -2.43  -0.35
O2 -1.56 0.46 2.65  -0.39
O3 -3.94 0.80 3.30  -0.37
O4 -11.10 3.86 3.15  -0.36
O5 -10.28 2.51 1.07  -0.24
O6 -0.11 -3.58 -2.70  -0.34
O7 -0.78 4.95 1.47  -0.06
O8 -9.21 2.09 3.45  -0.39
O9 3.49 -2.57 2.38  -0.32
N1 2.50 3.11 -3.95  -0.37
N2 5.10 -1.40 3.70  -0.32
N3 3.28 -0.41 4.90  -0.27
N4 1.96 0.57 -2.88  -0.30
N5 2.76 -0.34 2.56  -0.35
N6 1.12 -4.56 -0.95  -0.36
N7 4.01 1.78 -2.64  -0.26
N8 0.99 -6.66 -2.10  -0.27
N9 -4.31 0.40 -0.36  0.06
N10 1.56 -4.98 -3.70  -0.31
C1 2.06 0.39 5.09  -0.12
C2 -6.05 3.82 -1.07  -0.16
C3 -4.95 2.65 -0.75  -0.19
C4 0.81 -7.26 -0.77  -0.12
C5 0.34 -7.60 -3.05  -0.15
C6 -4.05 2.74 0.64  -0.18
C7 -3.32 -1.55 2.00  -0.14
C8 5.94 -2.48 3.18  -0.14
C9 3.49 -1.13 6.17  -0.15
C10 3.49 0.74 1.93  -0.13
C11 2.47 2.60 -5.31  -0.12
C12 -7.42 3.77 -0.18  -0.19
C13 4.43 1.17 -1.36  -0.16
C14 2.51 -4.23 -0.73  -0.11
C15 0.24 -4.07 0.10  -0.14
C16 2.99 -5.23 -3.58  -0.14
C17 -8.43 4.53 2.27  -0.20
C18 -1.80 3.88 1.77  -0.18
C19 5.01 2.82 -2.93  -0.12
C20 -2.18 4.04 3.35  -0.17
C21 1.47 -0.60 1.93  -0.12
C22 -3.05 4.05 0.72  -0.07
C23 -3.33 1.23 0.50  -0.23
C24 5.86 -0.15 3.65  -0.14
C25 0.66 0.02 -2.48  -0.14
C26 2.45 -0.19 -4.03  -0.13
C27 -7.18 3.82 1.45  -0.21
C28 2.29 4.55 -3.89  -0.13
C29 -5.30 1.08 -1.09  0.19
C30 1.34 -4.03 -4.79  -0.13
H1 -4.62 2.71 1.65  0.12
H2 -0.74 -7.66 -2.86  0.08
H3 -2.59 -2.06 2.78  0.12
H4 3.11 5.01 -3.33  0.06
H5 5.38 0.66 4.20  0.07
H6 6.05 0.17 2.63  0.07
H7 -3.70 4.96 1.13  0.15
H8 4.92 3.66 -2.25  0.09
H9 6.84 -0.28 4.14  0.08
H10 2.74 -4.06 0.33  0.07
H11 -6.18 4.35 1.76  0.12
H12 3.57 -0.44 7.01  0.08
H13 -5.47 4.86 -0.97  0.14
H14 -0.85 5.18 0.50  0.12
H15 -3.18 -1.96 0.91  0.07
H16 1.17 -0.25 5.12  0.08
H17 -0.35 -4.90 0.50  0.06
H18 5.44 0.76 -1.43  0.09
H19 -6.35 3.73 -2.21  0.13
H20 0.29 -4.03 -5.10  0.07
H21 4.40 1.90 -0.54  0.07
H22 -8.11 4.89 3.35  0.14
H23 0.78 -3.63 0.95  0.06
H24 -8.87 5.45 1.70  0.13
H25 3.53 -4.35 -3.24  0.07
H26 6.03 -2.42 2.09  0.08
H27 3.99 1.35 2.68  0.07
H28 -1.23 2.85 1.55  0.16
H29 3.23 -6.07 -2.92  0.07
H30 -6.13 0.59 -1.77  0.19
H31 5.54 -3.46 3.45  0.07
H32 2.74 3.36 -6.05  0.08
H33 2.83 1.45 1.42  0.08
H34 0.68 -1.07 -2.44  0.06
H35 1.49 2.20 -5.57  0.08
H36 3.16 -5.06 -1.00  0.07
H37 1.35 4.81 -3.38  0.06
H38 1.93 1.14 4.30  0.08
H39 -10.09 1.52 1.12  0.11
H40 4.94 3.18 -3.96  0.08
H41 1.63 -3.01 -4.50  0.05
H42 -0.46 -3.30 -0.27  0.05
H43 2.42 -1.26 -3.82  0.06
H44 3.78 0.34 -1.08  0.07
H45 -0.23 -7.21 -0.44  0.08
H46 0.78 -8.60 -2.98  0.08
H47 -8.16 2.88 -0.50  0.12
H48 1.91 -4.30 -5.68  0.08
H49 0.47 -7.28 -4.09  0.07
H50 -8.02 4.76 -0.44  0.13
H51 1.45 -6.79 -0.01  0.08
H52 2.67 -1.83 6.36  0.08
H53 3.24 1.83 -5.45  0.06
H54 0.68 -0.56 2.68  0.04
H55 6.95 -2.45 3.60  0.08
H56 1.83 -0.01 -4.92  0.08
H57 2.11 0.96 6.02  0.09
H58 1.43 -1.58 1.45  0.05
H59 3.49 0.02 -4.27  0.08
H60 2.80 -3.33 -1.28  0.08
H61 4.21 0.37 1.21  0.06
H62 -2.71 4.38 -0.37  0.15
H63 -7.12 2.70 1.84  0.12
H64 -4.43 -1.74 2.39  0.10
H65 3.41 -5.52 -4.55  0.08
H66 2.27 5.03 -4.87  0.08
H67 -0.13 0.32 -3.17  0.08
H68 0.39 0.35 -1.47  0.05
H69 1.20 0.14 1.16  0.07
H70 4.42 -1.71 6.16  0.08
H71 -4.12 2.88 -1.58  0.17
H72 -4.31 -0.64 -0.44  0.16
H73 1.12 -8.32 -0.77  0.09
H74 6.03 2.41 -2.85  0.09
H75 -2.22 1.34 0.10  0.18

ORCA calculation (ωB97M-V/def2-TZVPD) on 12 unconnected molecules or ions with the total composition C30H75F3N5O17 in a non-equilibrium geometry.

LUMO energy (eV): 2.163
DFT total energy (eV): -82741.6748
Orbital gap (eV): 9.429
Highest occupied orbital energy (eV): -7.3
Maximum force (Eh/bohr): 0.02796
Charge: -1

Last column: Löwdin charge in e.
Cartesian coordinates (Å):
F1 0.18 0.60 -3.04  0.11
F2 -1.50 0.73 -1.69  0.12
F3 0.32 1.76 -1.22  0.12
O1 2.75 -3.73 6.74  -0.07
O2 -0.36 -0.74 0.25  -0.10
O3 0.14 -4.38 -0.62  -0.07
O4 0.26 -1.77 -1.63  -0.20
O5 -0.25 -3.45 -4.08  -0.07
O6 4.34 -0.16 -2.53  -0.07
O7 3.25 0.12 1.77  0.02
O8 2.27 2.85 -5.43  0.03
O9 -5.91 1.04 0.88  0.01
O10 2.64 -2.52 2.71  -0.10
O11 5.19 2.46 -1.87  -0.10
O12 -5.74 -0.51 4.93  0.03
O13 4.28 -3.72 0.64  -0.06
O14 2.39 -2.31 -3.26  -0.08
O15 0.46 -2.01 6.45  -0.08
O16 -2.00 -2.85 0.86  -0.09
O17 -4.70 -1.54 -2.89  0.01
N1 -2.73 -2.04 -1.89  0.18
N2 -3.98 0.23 0.12  0.20
N3 5.29 0.17 0.81  0.19
N4 -4.30 0.11 3.29  0.17
N5 0.68 1.24 -5.43  0.16
C1 0.99 -3.66 -4.72  -0.24
C2 -0.31 0.32 1.19  -0.23
C3 -3.81 4.22 1.54  -0.09
C4 -0.57 -0.25 2.58  -0.04
C5 3.44 0.96 -2.61  -0.22
C6 -5.17 1.86 -1.25  -0.01
C7 2.09 -3.18 1.56  -0.21
C8 -2.71 3.31 2.06  -0.25
C9 -1.68 4.02 2.96  -0.22
C10 4.07 0.69 1.06  -0.55
C11 -4.60 -0.35 4.53  -0.59
C12 -3.48 -1.62 -2.94  -0.59
C13 1.83 1.80 -5.87  -0.60
C14 1.45 -2.16 5.41  -0.24
C15 -0.63 5.43 1.08  -0.28
C16 -1.19 -4.76 -0.40  -0.26
C17 -0.15 0.60 -1.74  -0.52
C18 -5.08 0.99 -0.02  -0.57
C19 1.91 -2.47 -4.58  -0.25
C20 -1.78 -4.24 0.90  -0.24
C21 -3.43 -0.74 5.41  -0.01
C22 2.78 -2.50 6.04  -0.25
C23 0.38 -0.63 -0.95  -0.42
C24 -2.69 -1.08 -4.11  -0.01
C25 3.79 2.08 0.52  0.01
C26 4.29 2.15 -2.92  -0.23
C27 2.52 1.05 -6.99  -0.01
C28 -1.20 5.39 2.49  -0.25
C29 3.04 -3.10 0.37  -0.24
C30 -0.36 6.87 0.64  -0.12
H1 -5.75 2.75 -1.02  0.08
H2 -4.25 3.79 0.64  0.05
H3 -3.94 -0.46 0.86  0.09
H4 3.67 2.83 1.30  0.09
H5 -3.21 -1.30 -5.05  0.08
H6 -3.06 2.42 2.58  0.09
H7 -1.86 -4.43 -1.21  0.11
H8 -4.62 4.46 2.22  0.08
H9 -3.37 0.11 -0.68  0.06
H10 3.71 3.05 -3.14  0.12
H11 -0.54 0.56 3.31  0.08
H12 2.85 2.00 -0.04  0.07
H13 -3.20 -2.15 -1.01  0.09
H14 -2.64 0.01 -4.04  0.08
H15 0.26 6.90 -0.26  0.07
H16 -2.17 4.13 3.95  0.11
H17 3.04 1.09 -1.59  0.08
H18 -1.68 -1.46 -4.18  0.05
H19 -1.11 1.04 1.00  0.10
H20 0.17 -3.49 -1.04  0.04
H21 2.79 -2.62 -5.22  0.12
H22 -4.99 0.57 2.69  0.08
H23 -1.20 4.88 0.32  0.10
H24 -2.46 -0.64 4.91  0.05
H25 1.15 -2.96 4.72  0.11
H26 5.51 -0.67 1.34  0.12
H27 1.45 -1.26 4.80  0.10
H28 3.22 -2.05 0.13  0.10
H29 3.51 1.45 -7.18  0.08
H30 5.80 0.32 -0.04  0.09
H31 1.44 -0.40 -0.76  0.15
H32 4.57 2.39 -0.18  0.05
H33 1.50 -4.58 -4.38  0.12
H34 1.94 1.17 -7.91  0.08
H35 -1.33 -5.85 -0.43  0.12
H36 -3.42 -1.81 5.63  0.08
H37 3.91 -0.98 -2.81  0.05
H38 0.04 -2.86 6.62  0.07
H39 3.11 -1.70 6.72  0.12
H40 2.76 -1.60 2.43  0.03
H41 -5.66 1.35 -2.07  0.09
H42 -1.23 -2.38 0.50  0.04
H43 0.17 1.73 -4.71  0.10
H44 -2.13 2.99 1.19  0.08
H45 2.58 -0.02 -6.81  0.07
H46 -0.81 3.40 3.20  0.10
H47 0.21 -0.98 2.82  0.06
H48 -3.38 -0.05 2.94  0.05
H49 -0.14 -3.01 -3.22  0.04
H50 1.48 -1.54 -4.96  0.10
H51 2.64 0.80 -3.33  0.11
H52 0.31 0.42 -5.86  0.10
H53 -1.17 -4.51 1.77  0.11
H54 1.98 -4.22 1.86  0.12
H55 -4.16 2.15 -1.55  0.08
H56 -1.29 7.38 0.40  0.07
H57 0.67 0.80 1.21  0.11
H58 -3.48 -0.12 6.30  0.08
H59 -3.47 5.19 1.17  0.07
H60 0.15 7.42 1.43  0.07
H61 3.51 -2.58 5.23  0.11
H62 0.79 -3.80 -5.79  0.12
H63 -2.74 -4.73 1.07  0.12
H64 1.10 -2.77 1.36  0.10
H65 4.83 1.99 -3.87  0.12
H66 -0.35 5.69 3.12  0.11
H67 -1.73 -1.84 -1.97  0.06
H68 0.31 4.87 1.09  0.11
H69 1.99 -3.67 7.33  0.07
H70 -1.88 6.21 2.76  0.11
H71 4.26 -4.67 0.53  0.08
H72 2.56 -3.57 -0.49  0.11
H73 5.62 1.63 -1.64  0.07
H74 1.61 -2.05 -2.73  0.03
H75 -1.54 -0.75 2.65  0.05

ORCA calculation (ωB97M-V/def2-TZVPD) on a molecular structure, C30H75F4KN2O28P5S4 in a non-equilibrium geometry.

LUMO energy (eV): 0.989
DFT total energy (eV): -209633.2918
Orbital gap (eV): 8.265
Highest occupied orbital energy (eV): -7.3
Energy above the lowest of the compared OMol25 structures with the same formula, charge and spin (eV): 0.746
Maximum force (Eh/bohr): 0.08158
Charge: -1

Last column: Löwdin charge in e.
Cartesian coordinates (Å):
K1 -10.44 2.98 -3.60  0.89
S1 -12.75 4.86 -5.97  0.43
S2 -8.61 5.32 -1.00  0.44
S3 -6.86 6.37 -2.33  0.51
S4 -12.05 6.60 -4.44  0.49
P1 -7.69 8.97 -7.21  0.37
P2 -15.17 2.41 -10.95  0.34
P3 -16.25 7.33 -8.20  0.36
P4 -10.61 -0.23 -11.03  0.34
P5 -12.72 13.06 -3.50  0.35
F1 -11.47 6.52 -2.98  -0.17
F2 -10.10 4.70 -1.41  -0.32
F3 -5.83 5.69 -3.35  -0.21
F4 -12.25 3.46 -6.58  -0.21
O1 -13.74 12.36 -2.50  -0.18
O2 -17.62 8.06 -8.55  -0.17
O3 -9.16 0.31 -11.40  -0.18
O4 -15.64 8.20 -7.04  -0.14
O5 -13.40 6.95 -4.21  -0.25
O6 -9.02 6.65 -0.68  -0.27
O7 -10.55 -1.44 -10.22  -0.22
O8 -11.35 1.01 -10.38  -0.15
O9 -8.23 4.42 0.04  -0.29
O10 -15.34 7.73 -9.44  -0.17
O11 -7.65 10.19 -6.22  -0.17
O12 -14.07 2.90 -11.77  -0.21
O13 -15.27 0.83 -10.82  -0.17
O14 -13.28 14.53 -3.48  -0.17
O15 -16.33 5.89 -7.97  -0.20
O16 -15.11 2.81 -9.43  -0.17
O17 -7.32 7.44 -3.12  -0.25
O18 -11.32 12.90 -3.14  -0.21
O19 -8.96 9.26 -8.14  -0.19
O20 -12.64 5.77 -7.07  -0.26
O21 -6.07 6.56 -1.16  -0.26
O22 -7.66 7.64 -6.61  -0.20
O23 -13.16 12.61 -4.95  -0.17
O24 -6.46 9.39 -8.12  -0.18
O25 -14.05 4.54 -5.49  -0.27
O26 -11.18 7.55 -5.03  -0.25
O27 -11.30 -0.37 -12.42  -0.16
O28 -16.63 2.79 -11.40  -0.18
N1 -11.65 5.04 -4.86  -0.36
N2 -7.89 5.04 -2.36  -0.29
C1 -13.98 7.27 -9.41  -0.25
C2 -11.33 1.24 -8.99  -0.27
C3 -9.98 8.25 -8.32  -0.25
C4 -18.47 7.38 -9.50  -0.26
C5 -11.26 0.23 -14.81  -0.06
C6 -13.86 16.66 -2.61  -0.07
C7 -9.55 7.18 -9.31  -0.07
C8 -8.46 10.29 -5.02  -0.24
C9 -6.27 8.67 -9.35  -0.26
C10 -18.55 4.22 -11.66  -0.07
C11 -15.29 -1.45 -11.70  -0.07
C12 -17.07 4.16 -11.44  -0.25
C13 -14.79 10.52 -1.34  -0.06
C14 -15.69 1.84 -7.26  -0.05
C15 -17.37 8.04 -5.27  -0.07
C16 -15.22 0.02 -12.00  -0.28
C17 -8.17 0.69 -10.45  -0.27
C18 -4.91 9.12 -9.90  -0.07
C19 -8.30 11.63 -4.36  -0.07
C20 -6.95 1.23 -11.15  -0.07
C21 -13.51 11.05 -1.97  -0.27
C22 -11.47 11.62 -6.32  -0.05
C23 -15.91 7.87 -5.67  -0.26
C24 -16.20 2.43 -8.55  -0.25
C25 -11.33 0.73 -13.37  -0.25
C26 -18.73 8.30 -10.67  -0.07
C27 -13.33 7.63 -10.75  -0.07
C28 -12.70 11.34 -5.50  -0.22
C29 -13.18 15.33 -2.30  -0.26
C30 -12.45 0.48 -8.30  -0.07
H1 -11.53 2.30 -8.83  0.12
H2 -14.61 9.56 -0.87  0.08
H3 -7.10 2.29 -11.41  0.08
H4 -12.06 -0.48 -14.96  0.08
H5 -5.98 1.19 -10.65  0.07
H6 -13.39 17.04 -3.52  0.08
H7 -10.38 7.89 -7.37  0.10
H8 -17.44 7.76 -4.22  0.08
H9 -10.97 10.70 -6.63  0.07
H10 -16.84 4.60 -10.46  0.10
H11 -10.50 1.41 -13.20  0.12
H12 -7.25 11.91 -4.30  0.08
H13 -16.80 1.68 -9.07  0.11
H14 -12.40 7.07 -10.84  0.07
H15 -15.11 11.26 -0.60  0.08
H16 -10.71 12.07 -5.68  0.05
H17 -15.03 1.00 -7.42  0.06
H18 -8.56 1.39 -9.70  0.11
H19 -10.35 6.47 -9.52  0.07
H20 -11.67 12.35 -7.10  0.09
H21 -12.14 15.42 -1.98  0.12
H22 -18.07 6.40 -9.79  0.08
H23 -17.79 8.53 -11.18  0.08
H24 -14.93 16.51 -2.68  0.08
H25 -14.00 6.18 -9.47  0.11
H26 -15.27 8.44 -5.01  0.10
H27 -19.16 9.26 -10.38  0.08
H28 -8.78 12.39 -5.00  0.06
H29 -16.54 1.48 -6.67  0.08
H30 -15.17 -2.10 -12.57  0.08
H31 -13.79 14.87 -1.51  0.11
H32 -16.01 0.36 -12.68  0.12
H33 -12.49 0.67 -7.22  0.08
H34 -9.24 7.64 -10.25  0.07
H35 -12.28 1.24 -13.20  0.10
H36 -10.83 8.77 -8.80  0.11
H37 -16.50 4.72 -12.18  0.13
H38 -5.06 9.96 -10.59  0.07
H39 -6.21 7.60 -9.15  0.12
H40 -17.75 9.05 -5.43  0.08
H41 -13.05 8.68 -10.84  0.07
H42 -4.43 8.38 -10.54  0.07
H43 -7.88 -0.14 -9.78  0.12
H44 -19.47 7.82 -11.31  0.07
H45 -10.24 -0.07 -15.03  0.08
H46 -12.56 10.55 -4.76  0.10
H47 -8.85 11.74 -3.43  0.07
H48 -10.42 1.06 -8.41  0.11
H49 -7.07 8.90 -10.05  0.11
H50 -6.84 0.78 -12.14  0.08
H51 -14.30 0.16 -12.57  0.10
H52 -13.40 0.65 -8.80  0.05
H53 -16.20 -1.78 -11.20  0.08
H54 -13.52 10.98 -6.12  0.12
H55 -13.68 17.39 -1.82  0.07
H56 -13.35 7.68 -8.62  0.11
H57 -15.20 2.63 -6.68  0.06
H58 -9.48 9.95 -5.20  0.10
H59 -13.16 10.40 -2.77  0.10
H60 -19.02 3.88 -12.58  0.08
H61 -8.72 6.62 -8.88  0.07
H62 -18.93 5.25 -11.57  0.06
H63 -15.52 10.51 -2.14  0.07
H64 -13.96 7.39 -11.61  0.07
H65 -16.83 3.30 -8.41  0.11
H66 -8.06 9.54 -4.33  0.10
H67 -19.40 7.19 -8.95  0.12
H68 -12.71 11.02 -1.22  0.13
H69 -14.41 -1.71 -11.11  0.08
H70 -4.28 9.56 -9.13  0.08
H71 -12.29 -0.60 -8.35  0.07
H72 -15.71 6.82 -5.46  0.10
H73 -18.01 7.33 -5.80  0.07
H74 -11.43 1.11 -15.43  0.08
H75 -19.06 3.71 -10.83  0.09

Q: highest occupied orbital energy of number 1 (C30H75F3N10O9P3S2)?
A: -9.3 eV

Q: What is the DFT total energy in the third record?
A: -209633.2918 eV